# 1
Below is a molecular structure, C5H8N at a distorted geometry, with properties calculated with the ωB97M-V functional and the def2-TZVPD basis.

```
! wB97M-V def2-TZVPD RIJCOSX def2/J DEFGRID3
* xyz 1 1
H -2.2929 -0.1247 -1.5220
H 1.7089 -1.5309 2.1629
H 1.0644 -1.6410 0.4879
H -2.2346 1.5949 -0.8209
C 0.6589 1.0621 0.5947
C 0.6557 0.1387 -1.2831
N 0.8458 0.1684 1.4664
H -1.6327 1.0727 -2.4255
C -1.7568 0.7853 -1.3590
H 1.5061 0.1945 -1.9178
H -0.1376 -1.5895 1.8296
C 0.8887 -1.2087 1.4869
C -0.4239 0.6898 -1.0969
H 1.1499 0.3885 2.3969
*
```

Summary:
* orbital gap: 0.3347 hartree
* HOMO: -14.12 eV
* LUMO: -5.01 eV

***

# 2
Below is 5 unconnected molecules or ions with the total composition C18H48ClN6O12P2 at a distorted geometry, with properties calculated with the ωB97M-V functional and the def2-TZVPD basis.

```
! wB97M-V def2-TZVPD RIJCOSX def2/J DEFGRID3
* xyz -1 1
H -3.1056 7.2460 19.7312
H -1.5537 9.5386 14.2465
N 0.7415 7.1812 21.7108
O -3.8745 4.5681 15.7389
O -4.4550 6.7291 13.0241
H -3.4681 9.3613 18.1255
H -6.3071 7.3497 12.7247
O -0.4359 5.5995 19.8151
H -5.4112 12.4680 22.0445
H -2.3451 9.0894 21.7010
N -4.3733 3.0728 10.4781
N -0.4143 8.1954 19.5415
O -3.0260 8.1917 13.8417
H -5.1001 11.6213 23.5692
H -7.7566 3.7433 11.5609
C -4.7161 0.1438 12.8152
H -5.5684 3.1588 14.5370
O -2.3004 6.2025 13.0961
C -6.3596 3.6467 13.9576
C -1.7326 8.4636 14.3367
P -4.6407 2.7737 12.0913
H 0.1112 7.3262 17.7009
H -3.1064 4.4481 9.5785
H 2.0879 7.6739 20.1681
Cl -3.0956 5.2223 16.7512
C -4.7102 10.6298 20.6150
H -3.8030 12.5338 22.6871
H 1.4213 5.6901 23.0304
H -2.8433 1.9495 9.4882
O -5.4788 11.3377 20.0305
C -4.6753 11.8852 22.6067
C -2.1402 8.1935 22.2726
H -7.2374 2.9926 14.0130
H -4.8011 4.9269 9.4661
O -2.9677 4.4008 17.9306
H -4.3334 -0.6512 12.1609
H -0.3451 6.2519 23.2581
H -3.2421 5.6442 20.4076
H -3.8831 0.5330 13.3980
N -1.9120 7.0428 21.3875
H -4.1795 2.4318 8.4831
C -5.4410 7.7337 13.2657
H -6.9393 1.7158 10.8134
C -4.3417 9.1855 18.7534
H 2.8178 6.7674 21.4727
H -4.0504 6.9788 21.2210
C -0.5404 8.1101 18.0818
C -4.0548 4.4447 10.1218
O -3.7557 6.4705 17.0804
C 2.0801 7.5376 21.2507
C -3.9285 2.1125 9.4962
O -4.3476 10.7197 21.8755
C -3.1756 6.9826 13.2412
H -1.7080 8.2351 15.4070
O -1.7588 5.4312 16.2421
H -0.9174 7.9117 13.8755
H -4.3899 1.1553 9.7429
H -0.2344 9.0743 17.6701
H -5.7033 7.7086 14.3196
H 0.5764 10.0153 19.6390
H -5.1537 9.6275 18.1747
N -5.3198 1.2338 12.0715
C -0.3098 9.5501 20.0891
H 2.2863 8.5260 21.6694
H -7.2243 5.3158 12.1352
C 0.6823 6.4918 22.9992
H -5.4597 -0.3250 13.4682
H -0.1083 9.4674 21.1533
H -7.3930 1.2733 12.3753
O -3.4000 2.8878 12.8735
H -6.4697 4.5649 14.5372
P -0.4625 6.8607 20.5640
H -1.1808 10.1739 19.8810
H -2.9714 7.9241 22.9307
C -6.8718 4.3839 11.6852
C -3.1572 6.6981 20.6683
H -4.0500 5.1072 10.9912
H -6.4310 4.6112 10.7180
H -6.7782 -0.0416 11.2955
N -5.9077 3.7810 12.5841
O -4.0233 9.6252 20.0714
H 0.9635 7.2438 23.7536
H -4.5364 8.1190 18.7727
C -6.6703 0.9976 11.5923
H -1.3373 8.2984 23.0079
H -5.1990 8.6962 12.8278
H -1.5883 7.8984 17.8659
*
```

Summary:
* orbital gap: 0.2900 hartree
* HOMO: -5.56 eV
* LUMO: 2.34 eV

***

# 3
Below is a molecular structure, C49H45BCaF4I2N10P, with properties calculated with the ωB97M-V functional and the def2-TZVPD basis.

```
! wB97M-V def2-TZVPD RIJCOSX def2/J DEFGRID3
* xyz 1 1
C 3.9610 2.6350 2.5100
H 3.1666 -0.6550 -1.5440
H -1.9077 -4.8085 2.2508
H -0.5587 0.3149 2.1504
C -4.0929 -1.0459 5.1200
H -4.3275 0.6829 3.8403
H -1.4504 -1.5731 -5.7406
N 0.7329 -1.1193 0.3960
P -2.6952 -0.6533 -0.2574
C 6.2259 3.3579 -4.9138
C 1.8042 1.4414 -2.9257
C 5.6406 2.4046 -5.8478
C 1.4887 -2.0352 -1.7724
H -4.2379 -1.2755 6.1801
H -4.1559 -5.7516 1.8177
H 3.6315 -2.3538 -1.6237
H -2.9179 -3.0931 -2.0153
H 5.7264 1.3788 2.4752
C -2.6300 -4.2540 1.6665
I -2.2893 2.7845 0.4097
C 2.0138 0.2756 -5.0070
C 4.4965 1.7463 -5.5940
C -2.3174 -1.0302 -2.0046
H -2.3563 -3.4375 -4.3887
H 5.5909 2.3765 3.9250
H 3.1317 -1.5242 -3.0971
C -3.8899 -4.7783 1.4266
C 7.3887 4.0150 -5.1612
H -4.7244 -3.0314 4.4878
H -1.4220 5.3360 0.4586
C -0.6174 -2.1402 4.6456
N 1.5171 -0.5484 -5.6335
C 5.4246 2.3586 2.8491
H -4.3914 0.4719 -2.5198
H -5.5343 0.5643 5.1356
C 1.1814 -3.3457 -2.4913
F 3.6910 3.1062 -2.2916
C -1.8048 -2.3060 5.3126
C 7.9783 4.9524 -4.2428
C -4.9797 -1.9880 4.3003
B 0.1455 -0.4733 2.7562
C -2.5182 -2.2722 -2.5980
N 1.9478 1.2114 2.5380
H 3.9051 1.6989 0.5493
C 3.1667 0.9735 4.3914
H -2.0314 -3.0326 6.0740
H 1.8596 -4.1932 0.3167
F 4.0345 0.9000 -6.4986
H 1.3133 -3.2269 -3.5671
N 1.1874 1.5872 -1.9693
C -6.0357 1.4384 -1.5401
C -1.6963 -1.4219 -4.6981
C -2.2977 -2.9986 1.1759
C 1.1283 -2.7586 1.8163
C 2.9405 -1.6111 -2.0252
C -4.4841 0.4104 4.8852
C -1.6070 4.6166 1.2454
Ca 0.6967 1.2312 0.5398
H -1.3159 -2.5899 1.3705
H 3.7034 3.6208 2.9170
H -4.5002 0.1416 1.7482
H -6.4656 1.7981 -2.4657
H -6.6007 1.4404 1.7974
C 5.4605 3.5422 -3.6883
H -1.1271 0.6453 -4.7106
H 2.7540 3.0589 0.7404
C -4.3051 0.2186 -0.3876
H 0.3151 -2.6709 4.7553
H 1.7399 -0.5329 5.2335
N -0.7493 -1.0802 3.8113
H 0.1547 -3.6579 -2.3066
H 1.8514 -4.1391 -2.1545
H -6.0320 -1.8393 4.5488
H -3.8778 1.0817 5.4940
C -4.4826 -2.7982 0.1961
C -4.8623 0.6913 -1.5702
H -1.6503 0.9881 -2.3212
N 8.8350 3.7508 -7.2856
I 0.1991 4.2909 2.3123
H -5.2074 -2.2424 -0.3853
C -4.9419 0.5033 0.8253
H 3.9349 1.0839 5.1354
C 2.5720 1.2628 -4.1253
C -6.6605 1.7120 -0.3349
C -4.8171 -4.0478 0.6929
N 0.6735 -1.5023 1.7026
N 8.5078 5.6887 -3.5394
C 3.0578 1.6188 3.1539
H 6.0687 3.1144 2.3998
C 8.1596 3.8453 -6.3624
C -2.6467 -1.2970 4.7957
N 1.3459 0.3046 3.3397
F 6.2595 2.1808 -6.9876
C -1.8004 0.0116 -2.7745
C -3.2155 -2.2624 0.4338
C 2.0592 0.1455 4.4605
N -2.0113 -0.5780 3.8910
H -5.8015 -4.4546 0.5023
H -7.5744 2.2907 -0.3178
C -1.5061 -0.1757 -4.1157
C -2.2022 -2.4659 -3.9377
C 1.4824 -3.2169 0.5650
C 3.7360 1.9345 -4.3725
H 4.4619 3.3751 0.5351
C 3.7527 2.6871 0.9949
H 1.1587 -3.2696 2.7632
H -2.3561 4.9614 1.9472
C -6.1135 1.2360 0.8528
C 4.3167 2.8843 -3.4445
H 0.8168 -1.2631 -2.1609
F 5.9117 4.3834 -2.7786
H -4.8445 -1.8008 3.2326
C 1.2336 -2.1418 -0.2984
*
```

Summary:
* orbital gap: 0.1563 hartree
* HOMO: -10.15 eV
* LUMO: -5.90 eV

***

# 4
Below is 5 unconnected molecules or ions with the total composition C38H87O19P5 at a distorted geometry, with properties calculated with the ωB97M-V functional and the def2-TZVPD basis.

```
! wB97M-V def2-TZVPD RIJCOSX def2/J DEFGRID3
* xyz 0 1
H 6.7873 -12.2454 2.3361
C 1.3675 -2.2875 -1.4195
H -2.5176 -1.1092 -4.2992
H -1.5737 -6.8672 -7.1594
C -4.4271 -1.2094 -5.2693
C -6.9287 9.0455 2.0042
C 2.7123 -2.2642 -0.4571
H 2.3009 -0.9151 1.3353
H 0.6780 -3.1547 -0.9758
C -5.4486 5.4793 0.8692
H 1.5840 1.0691 0.6044
H 3.8827 5.6572 -3.2013
O -4.3843 -4.2562 -6.0507
H 3.8156 -12.9117 1.9574
O 5.7992 7.2229 -0.2794
O 5.4752 -10.9178 1.5088
C 3.4632 6.6401 -2.9595
H -5.7727 0.8343 0.5860
H -4.6175 -0.1400 -5.1445
C -4.2810 6.3329 1.3199
H 3.4890 -6.8985 1.4844
C 2.4563 -8.6359 0.7174
H 5.5578 6.9948 2.7093
H -1.5374 0.7805 4.1652
O -5.2005 8.3471 4.4893
H -5.5969 -5.4150 -4.9311
P -2.8803 -3.6883 -6.6898
H 3.5140 -7.0281 -0.2713
C 5.3083 5.9400 2.5505
H -1.4014 -5.4218 -8.1498
C 2.3700 -2.0927 1.1505
H -3.2738 0.0388 4.0893
H 6.3901 -9.5489 -2.0445
H 3.5885 8.9910 0.1226
C -4.7972 0.3525 0.0980
H -7.6289 9.8656 1.8184
H -3.4918 5.7144 1.7601
H -3.6086 10.4496 5.1595
H 1.7455 2.5681 -0.5271
H -5.2857 9.1596 6.3604
H -4.3409 7.6769 6.2673
C 3.9367 5.7964 1.9236
H -2.8660 -4.8521 -3.7023
C 5.7006 -9.4217 -1.2044
H 3.7169 4.7470 1.7008
H 0.0680 -4.1696 4.3272
H -6.8352 8.4560 1.0874
C 0.0984 -5.6459 -6.5884
O 3.5421 -10.5410 2.7494
H 1.8919 -8.8103 1.6395
H -4.9549 -1.7561 -4.4802
H 7.1609 -9.8050 0.3605
H -4.8599 -1.5268 -6.2233
H 3.1759 6.1516 2.6234
P 4.5872 6.0352 -0.6159
C 6.4613 -9.0228 0.0475
C 4.6004 9.2795 0.4191
O -4.7496 0.1663 -1.2496
H -0.6196 3.0875 -0.0594
H 5.5629 -11.6579 3.4566
H 2.0225 -6.5254 0.5592
H -7.4535 8.7549 4.0942
O -6.7048 6.9669 3.3398
H -5.9534 9.4888 2.2218
O 3.9477 7.1145 -1.7109
O 3.5696 -9.5084 0.6514
O 2.2015 -4.8077 2.1287
H -4.2587 -5.6160 -2.9351
H -5.1420 4.7872 0.0802
C 1.1906 -3.9420 2.2336
H 4.9609 -13.9623 2.8199
H 2.4919 0.2649 -1.7419
H 3.2855 -2.4599 1.7800
O 1.0676 -2.6425 1.5567
P 4.5360 -9.6293 1.9890
H -2.8873 -0.8285 0.5162
H 1.5950 -2.6205 -2.5337
C -0.4787 1.9222 -0.0824
H -4.1172 -6.2132 -5.3983
O -2.2321 -5.1592 -6.2549
H 4.7401 8.9949 1.4660
H -1.1713 1.4981 -0.9298
C 5.6433 8.6250 -0.4691
C 1.9434 6.6099 -2.9386
H 0.2102 -6.1942 -5.6483
O 3.5025 4.9722 -0.9171
H 4.9617 -8.6618 -1.4751
C 5.7301 -11.9763 2.4216
C 1.1286 1.5780 -0.3748
C -1.3144 -5.8046 -7.1268
H 3.8024 7.3328 -3.7357
C -3.6012 -0.1154 1.1304
H 1.5507 6.1347 -3.8433
O -4.6988 7.3238 2.2411
H -2.4605 3.2920 4.4683
H 1.5443 7.6269 -2.8793
C -4.5192 -5.2569 -5.0473
H 5.3529 5.4193 3.5109
C 4.8722 -13.1785 2.0608
O -1.5343 -3.1800 -7.2618
H 3.5357 -1.4901 -0.8283
H 0.8333 -6.0290 -7.3037
C 2.8904 -7.1881 0.6150
H -4.3182 -3.8965 -3.3722
H 0.3382 -4.6006 -6.3686
C -7.4146 8.1873 3.1584
O 5.6466 -8.6105 1.1395
H -4.0929 -0.7853 1.9858
O -3.5470 6.7365 4.1896
C -3.3315 9.4542 5.5189
C -0.8007 1.3539 1.4213
H 5.1838 -13.5916 1.0969
H -2.6705 9.0230 4.7604
H -6.2672 6.1026 0.4931
H -0.2231 2.0261 2.1856
H 7.0816 -8.1551 -0.2022
H 1.8008 -8.8812 -0.1221
H -4.2682 2.5525 4.6393
C -2.9409 -1.4999 -5.2281
C -4.5749 8.6074 5.7381
H 5.4747 8.8560 -1.5262
H -0.1197 -0.8350 -0.3680
H 3.2236 -3.3328 -0.5685
H -0.3257 -1.0005 -2.2403
H 0.9005 0.9816 -2.5731
O -2.6924 -2.8938 -5.2506
H -0.3619 0.2555 1.5055
C -2.6506 1.0082 3.8216
H -2.7669 9.5657 6.4503
C 1.3287 0.4745 -1.5946
H 1.5561 6.0730 -2.0669
C -3.9587 -4.8803 -3.6876
P -2.6464 1.3805 1.9184
C 0.4786 -0.9108 -1.3727
H 6.6150 9.0662 -0.2223
H -0.0944 -5.6265 3.1257
H -8.4495 7.8982 2.9458
P -5.0384 6.8453 3.7883
H -1.1255 -4.0853 2.7862
H 6.0810 5.5230 1.8969
H -2.4237 -1.0091 -6.0593
O 3.8276 6.5802 0.7494
C -0.0831 -4.4375 3.1977
H -2.8670 2.0287 5.8503
H -5.8486 4.8945 1.7035
H -3.8524 6.8505 0.4578
H 5.1746 -10.3698 -1.0644
C -3.1154 2.3277 4.7245
H 4.6669 10.3693 0.3449
*
```

Summary:
* orbital gap: 0.2271 hartree
* HOMO: -8.48 eV
* structure (SMILES): CCP(CC=O)CCCCCCCCOC(C)=O.CCOP(=O)(OCC)OCC.CCOP(=O)(OCC)OCC.CCOP(=O)(OCC)OCC.CCOP(=O)(OCC)OCC
* LUMO: -2.30 eV